Record 1
61
Properties=species:S:1:pos:R:3:forces:R:3 method="wB97M-V/def2-TZVPD" lumo_energy_ev=-1.08 smiles="CC(=O)N(OC(N)=O)C(C)=O.CC#N.CC#N.CC#N.CC#N.CC#N.CC#N.CC#N" energy_ev=-41760.625
C 3.2106 -1.5344 -3.5954 -1.30 -0.64 0.59
C 1.7509 -1.1504 -2.9465 0.50 4.04 4.48
O 1.5712 -0.2888 -1.9098 1.12 -5.87 -6.88
N 0.5363 -1.8815 -3.5562 1.97 3.01 -1.52
O -0.1556 -2.2948 -2.4709 -2.95 -3.52 1.10
C -0.7954 -3.6016 -2.6889 -4.89 -2.29 3.86
N -0.4524 -4.5161 -3.8692 0.08 2.59 2.19
O -1.7336 -3.9671 -1.7715 6.55 2.79 -6.15
C -0.2234 -0.8485 -4.3637 1.03 1.78 -6.09
C -1.4610 0.0363 -3.7142 0.22 -0.73 -0.15
O 0.2017 -0.6565 -5.6436 -2.55 -1.36 8.49
H 3.9585 -1.6864 -2.7072 -1.39 0.74 -1.76
H 3.0906 -2.5925 -4.1170 0.22 2.50 0.83
H 3.5020 -0.6832 -4.3446 -0.44 -1.76 1.50
H -0.9358 -4.1660 -4.7319 0.82 -0.31 1.07
H 0.5905 -4.4971 -3.9668 -1.34 0.27 -0.36
H -2.0054 -0.4856 -2.8194 1.29 0.73 -1.74
H -0.9784 1.0253 -3.3019 -0.96 -1.93 -1.14
H -2.2557 0.2174 -4.5713 1.99 -0.16 1.76
C -0.6457 4.2766 -1.6817 0.02 -0.42 -1.21
C -0.6744 3.7335 -3.1011 -0.14 -2.90 -7.68
N -0.6982 3.2829 -4.2785 0.15 3.61 9.34
H -1.5909 4.0551 -1.1786 0.16 0.00 -0.13
H 0.1724 3.8146 -1.1223 -0.14 0.04 -0.16
H -0.4973 5.3599 -1.7000 -0.06 -0.22 -0.08
C 0.7536 8.5900 0.0044 -0.49 -1.02 0.47
C 0.1539 7.3094 0.5621 -3.28 -6.98 3.05
N -0.3434 6.2471 1.0248 3.98 8.47 -3.76
H 1.6317 8.8762 0.5896 -0.17 -0.16 -0.03
H 1.0529 8.4390 -1.0365 -0.11 -0.08 0.18
H 0.0170 9.3970 0.0495 0.04 -0.24 0.02
C -4.1568 5.3202 -2.8052 0.47 1.15 -0.07
C -3.5804 6.7261 -2.8487 3.18 7.70 -0.23
N -3.1022 7.8923 -2.8846 -3.79 -9.36 0.32
H -3.9271 4.8527 -1.8438 -0.02 0.19 -0.11
H -5.2422 5.3583 -2.9324 0.20 0.11 0.03
H -3.7253 4.7154 -3.6075 0.02 0.19 0.08
C 1.4989 -2.2915 0.9684 0.61 -0.12 1.10
C 2.2407 -2.5018 2.2783 4.08 -1.18 7.21
N 2.8560 -2.6765 3.3650 -4.95 1.43 -8.72
H 1.8482 -3.0107 0.2225 0.00 0.07 0.21
H 0.4252 -2.4303 1.1215 0.20 0.00 0.05
H 1.6776 -1.2785 0.5973 0.02 -0.16 0.11
C 4.5916 -3.7355 6.2727 1.27 0.50 0.59
C 5.9275 -3.3064 6.8572 7.34 2.34 3.15
N 7.0358 -2.9505 7.3419 -8.81 -2.82 -3.84
H 4.2616 -3.0097 5.5245 0.11 -0.12 0.11
H 4.6897 -4.7160 5.7987 0.03 0.19 0.14
H 3.8404 -3.7967 7.0651 0.38 0.01 -0.16
C -0.1210 -2.9880 7.3136 0.89 -0.81 -0.32
C 0.9644 -3.9817 6.9328 5.90 -5.48 -2.10
N 1.8646 -4.8061 6.6168 -7.51 6.51 2.55
H -0.3860 -2.3754 6.4476 0.14 -0.16 0.08
H -1.0110 -3.5218 7.6581 0.22 -0.01 -0.07
H 0.2356 -2.3357 8.1156 0.04 -0.17 -0.15
C -4.0900 -3.6674 0.9287 -0.32 1.17 -0.09
C -4.5261 -2.2141 0.8382 -2.38 7.95 -0.50
N -4.8879 -1.0085 0.7632 2.91 -9.64 0.59
H -3.7250 -3.8850 1.9362 -0.11 0.15 -0.13
H -4.9352 -4.3247 0.7064 0.08 0.22 0.03
H -3.2891 -3.8618 0.2100 -0.13 0.16 0.03

Record 2
17
Properties=species:S:1:pos:R:3:forces:R:3 method="wB97M-V/def2-TZVPD" lumo_energy_ev=1.14 smiles=C1[C@@H]2[C@H]3N[C@H]4[C@@H]2[C@H]4[C@@H]13 e_above_lowest_kcal_mol=70.6 energy_ev=-8892.097
C -0.2756 -0.9868 1.4057 2.44 -1.31 -2.95
C -0.2734 -1.1734 -0.2292 0.39 0.60 1.04
C 1.1225 -0.3502 -0.1811 -4.24 -0.60 -0.54
N 1.0677 0.4791 -1.3471 0.96 -1.31 -0.60
C -0.2862 0.9956 -1.2860 0.87 1.58 0.39
C -1.1932 -0.0271 -0.6921 1.65 0.66 1.61
C -0.6049 1.1818 0.2068 1.38 -3.77 -0.83
C 0.4092 0.3237 1.0292 1.20 0.62 -0.82
H 0.4323 -1.7492 1.8087 -0.61 0.67 0.15
H -1.1960 -0.9524 1.8758 -1.79 -0.05 1.05
H -0.3212 -2.0882 -0.8582 -0.15 0.32 0.87
H 1.9293 -0.9954 0.0125 1.31 -0.38 0.00
H 1.8812 1.0867 -1.3532 -0.76 0.70 -0.28
H -0.5445 1.6947 -2.0893 -0.10 -0.20 0.55
H -2.2550 -0.1537 -0.7263 -0.29 0.11 -0.77
H -1.0407 1.9336 0.7481 -1.76 1.77 0.51
H 1.1487 0.7811 1.6757 -0.50 0.59 0.61

Record 3
27
Properties=species:S:1:pos:R:3:forces:R:3 method="wB97M-V/def2-TZVPD" total_charge=+1 spin_multiplicity=2 lumo_energy_ev="-6.75 / -6.27" e_above_lowest_kcal_mol=50.5 energy_ev=-87920.288
Ru 0.1267 -0.3207 -0.7341 -1.11 1.80 2.19
O 1.4876 0.0021 -3.4611 0.06 -0.02 -0.13
C 0.6064 -0.8652 -3.0197 0.88 -0.31 -1.12
O 0.8756 -1.7802 -2.2304 -0.09 0.61 0.44
C -0.7677 -0.6978 -3.5909 -0.46 0.08 -0.01
O -1.6137 -0.5335 -2.4338 0.71 -0.66 0.40
C -2.3459 0.6918 -2.4330 0.24 0.54 0.23
C -1.3756 1.8327 -2.1396 -1.01 -0.63 -0.50
O -1.4937 2.8870 -2.6834 0.54 0.28 0.48
O -0.4676 1.4954 -1.2260 1.09 -0.55 0.23
H 2.3803 -0.1725 -3.1102 -0.01 -0.08 -0.02
H -0.7956 0.1635 -4.2564 -0.13 0.04 0.06
H -1.0648 -1.6028 -4.1202 0.04 0.00 -0.02
H -2.8484 0.8749 -3.3793 -0.04 -0.19 -0.01
H -3.0579 0.6483 -1.6096 -0.12 -0.19 -0.10
Cl 0.3165 -0.7516 6.3610 0.01 -0.01 0.05
C 0.6126 -0.4553 4.7092 0.13 0.07 -0.08
C -0.3478 -0.7855 3.7648 -0.12 0.01 0.13
Cl -1.8431 -1.4820 4.2196 -0.02 0.00 -0.11
C -0.0687 -0.5404 2.4292 0.17 0.10 0.03
Cl -1.2106 -0.9260 1.1957 -0.44 -0.22 -0.76
C 1.1109 0.0130 1.9740 0.13 -0.08 0.66
O 1.3585 0.2247 0.6867 -0.56 -0.64 -1.79
C 2.0662 0.3605 2.9454 0.18 0.06 -0.27
Cl 3.5226 1.0695 2.4022 0.07 0.01 0.02
C 1.8266 0.1231 4.2905 -0.16 -0.05 0.02
Cl 3.0106 0.5270 5.4493 0.01 0.02 -0.01

Record 4
10
Properties=species:S:1:pos:R:3:forces:R:3 method="wB97M-V/def2-TZVPD" lumo_energy_ev=0.43 smiles="NC(=O)N[N+](=O)[O-]" e_above_lowest_kcal_mol=15.5 energy_ev=-11695.210
N -0.6706 -1.3519 0.5121 2.35 1.19 1.17
C 0.3494 -0.9280 -0.2357 0.29 2.35 -0.13
O 0.9201 -1.4018 -1.1664 0.09 -0.87 -0.18
N 0.8283 0.4580 0.2064 -0.20 -2.34 0.18
N -0.0571 1.4893 -0.0915 0.60 -0.31 -1.12
O -1.1993 1.2094 -0.3474 -0.98 -0.78 0.34
O 0.3781 2.5936 -0.1436 1.24 1.38 0.40
H -0.9801 -0.7070 1.1821 -0.32 0.89 0.93
H -1.3757 -1.8959 0.1990 -2.10 -2.44 -1.65
H 1.8069 0.5342 -0.1149 -0.96 0.94 0.05

Record 5
51
Properties=species:S:1:pos:R:3:forces:R:3 method="wB97M-V/def2-TZVPD" total_charge=-1 spin_multiplicity=4 lumo_energy_ev="1.58 / 1.58" energy_ev=-125682.452
Re 1.9793 -0.9732 -0.1149 -0.05 -0.69 0.06
Cl -1.0341 -7.2038 0.0332 0.00 0.07 0.00
C -0.7377 -5.4998 -0.0890 0.06 -0.07 0.02
C -1.7835 -4.6297 -0.3534 -0.07 0.08 -0.03
Cl -3.3969 -5.2255 -0.5763 0.08 0.03 0.02
C -1.5263 -3.2540 -0.4437 -0.30 -0.11 -0.04
Cl -2.8033 -2.1248 -0.7687 0.10 -0.07 0.00
C -0.2449 -2.7706 -0.2806 0.10 0.38 -0.02
O 0.0590 -1.4707 -0.3324 -0.20 0.01 -0.01
C 0.8351 -3.6477 -0.0341 0.25 -0.13 0.05
O 2.0241 -3.1198 0.0901 -0.13 0.03 -0.01
C 0.5624 -5.0102 0.0766 0.05 -0.12 0.01
Cl 1.8875 -6.0679 0.4248 -0.07 0.03 -0.03
C 1.2795 3.4013 -0.9949 0.00 0.03 -0.03
C 1.3941 1.9116 -1.3235 -0.08 0.01 0.08
C 0.1907 1.4765 -2.1545 -0.02 -0.02 -0.02
C 1.4936 1.0921 -0.0255 0.08 0.05 0.03
H 1.1717 4.0022 -1.9043 0.00 -0.01 0.01
H 2.1662 3.7553 -0.4636 -0.01 -0.01 0.00
H 0.4044 3.5808 -0.3619 0.00 0.00 -0.01
H 2.3048 1.7614 -1.9078 0.01 -0.04 0.01
H -0.7339 1.7053 -1.6151 0.02 -0.01 -0.01
H 0.1975 0.4038 -2.3508 0.03 0.00 0.00
H 0.1691 1.9974 -3.1168 -0.02 0.01 0.02
H 0.5272 1.1837 0.4940 0.01 0.02 0.06
H 2.2553 1.5633 0.6128 -0.02 0.04 -0.02
S -2.3190 0.8389 1.5399 -0.12 0.16 0.09
C -3.1184 1.9099 0.5839 0.11 0.05 -0.26
N -4.4799 1.7448 0.3580 0.04 -0.11 0.10
C -5.2175 2.5348 -0.4438 -0.08 0.01 -0.05
C -4.6271 3.5701 -1.0846 0.02 0.00 0.01
C -3.2349 3.7228 -0.8481 0.04 0.04 -0.03
N -2.5200 2.9625 -0.0755 -0.07 -0.07 0.21
H -4.8875 0.9481 0.8261 -0.02 0.00 -0.01
H -6.2658 2.2862 -0.5356 0.01 -0.01 0.01
H -5.1793 4.2265 -1.7373 0.02 0.00 0.00
H -2.6961 4.5273 -1.3431 -0.01 -0.01 0.00
C 2.8500 0.1319 3.0370 0.01 0.02 0.04
S 1.9550 -1.2975 2.4068 0.02 0.28 -0.06
C 0.2912 -0.8885 2.9572 0.02 -0.03 0.00
H 2.9608 0.0503 4.1172 0.00 0.00 -0.01
H 2.3216 1.0454 2.7705 0.01 -0.01 0.01
H 3.8260 0.1272 2.5549 0.00 -0.01 0.00
H 0.0623 0.1390 2.6845 -0.03 -0.01 -0.01
H 0.2184 -1.0353 4.0337 -0.02 0.01 0.00
H -0.3944 -1.5575 2.4394 0.00 0.01 0.01
O 3.9855 -0.5750 0.0991 0.13 -0.04 -0.24
S 4.5576 -0.5110 -1.3448 -0.13 0.07 0.20
O 5.5960 -1.4835 -1.5178 0.06 0.00 -0.02
O 4.8652 0.8526 -1.6835 0.05 -0.01 -0.02
S 2.8095 -1.1068 -2.3137 0.10 0.17 -0.10

Record 6
20
Properties=species:S:1:pos:R:3:forces:R:3 method="wB97M-V/def2-TZVPD" lumo_energy_ev=0.52 smiles="C=C(C)/C=C/CO.O" e_above_lowest_kcal_mol=103.7 energy_ev=-10507.809
C -1.2397 -1.3589 1.8650 3.07 -4.50 1.79
C -1.0940 -0.4542 0.9600 -3.46 0.71 -0.92
C -2.3187 0.3372 0.5544 0.59 3.38 -0.32
C 0.0158 -0.1502 0.1629 1.33 1.53 0.35
C 0.8904 -1.0383 -0.1865 -0.58 -2.44 -1.37
C 2.1290 -0.7206 -0.9259 3.86 -2.69 0.67
O 2.2857 0.2912 -1.8888 -3.27 -0.49 -2.84
H -2.2152 -1.6505 2.1981 -0.22 0.04 0.55
H -0.3098 -2.1225 2.1075 -2.46 2.12 -0.29
H -3.1843 -0.1209 0.0144 1.07 -0.02 0.45
H -1.7490 1.1079 -0.1263 -2.30 -0.85 0.90
H -2.7215 0.9430 1.4466 0.43 -0.92 -1.34
H 0.1867 0.8910 -0.0854 -0.09 -0.61 0.41
H 0.5292 -2.1218 -0.0834 1.27 1.42 0.04
H 2.4568 -1.7927 -1.4245 -0.20 2.58 1.29
H 2.9197 -0.3408 -0.1327 -1.23 -1.38 -1.37
H 1.6657 0.0165 -2.6923 1.92 1.02 2.37
O 0.2047 2.6092 -0.3902 2.44 2.56 -0.91
H 0.8167 3.3943 -0.2214 -1.53 -1.10 0.30
H 0.7316 2.2811 -1.1514 -0.65 -0.35 0.24

Record 7
55
Properties=species:S:1:pos:R:3:forces:R:3 method="wB97M-V/def2-TZVPD" lumo_energy_ev=0.46 smiles=COc1cc(-c2nc3cnccn3c2NC(C)(C)CC(C)(C)C)ccc1O e_above_lowest_kcal_mol=38.6 energy_ev=-32286.797
C -0.9176 -4.3173 -1.5108 -0.33 -0.04 -0.03
O 0.4735 -4.3392 -1.3219 0.70 0.33 0.01
C 1.1637 -3.1478 -1.4217 0.06 -0.31 0.10
C 0.5935 -1.9056 -1.6236 0.07 -0.02 -0.06
C 1.4001 -0.7665 -1.7057 0.17 -0.31 0.06
C 0.8055 0.5483 -1.9060 -0.52 0.63 0.18
N 1.3380 1.4275 -2.7788 0.20 0.16 -0.38
C 0.5412 2.4738 -2.7859 -0.21 -0.46 0.47
C 0.6032 3.6720 -3.5066 -0.20 0.43 -0.08
N -0.3184 4.5925 -3.4309 0.53 0.09 -0.40
C -1.3830 4.3464 -2.6359 -0.36 -0.29 0.40
C -1.5288 3.2277 -1.8770 -0.56 0.53 -0.09
N -0.5429 2.2858 -1.9008 0.65 -0.02 -0.53
C -0.3493 1.0800 -1.3051 0.68 -0.48 -0.02
N -1.1553 0.4978 -0.3449 -0.23 -0.39 -0.11
C -1.5272 1.1132 0.9451 -0.38 0.19 0.33
C -3.0505 1.3513 0.9149 0.28 0.04 0.08
C -0.8123 2.4409 1.1963 -0.01 -0.17 -0.11
C -1.2936 0.0921 2.0869 0.27 0.11 -0.13
C 0.1044 -0.2364 2.6625 0.03 -0.10 0.02
C 1.1479 -0.5392 1.5881 -0.18 0.08 0.20
C -0.0774 -1.4993 3.5196 0.01 0.20 -0.13
C 0.6326 0.8697 3.5827 -0.05 -0.11 -0.16
C 2.7803 -0.8990 -1.6188 -0.28 0.06 0.01
C 3.3533 -2.1390 -1.4117 -0.09 -0.34 0.04
C 2.5584 -3.2680 -1.2995 -0.29 0.05 -0.03
O 3.1260 -4.4840 -1.0874 -0.02 -0.01 -0.01
H -1.1824 -3.9277 -2.4985 0.01 0.00 0.04
H -1.2430 -5.3536 -1.4323 -0.04 0.10 -0.01
H -1.4191 -3.7234 -0.7391 0.03 0.00 -0.03
H -0.4724 -1.8106 -1.7657 -0.13 -0.03 -0.02
H 1.4411 3.8498 -4.1643 0.16 -0.08 -0.05
H -2.1487 5.1077 -2.6397 -0.14 -0.05 0.11
H -2.4094 3.0325 -1.2894 0.05 0.00 0.04
H -0.8566 -0.4570 -0.2051 -0.05 0.07 -0.06
H -3.5777 0.4012 0.8730 -0.05 -0.10 -0.01
H -3.3692 1.8903 1.8032 -0.09 0.07 0.15
H -3.3423 1.9274 0.0424 -0.03 0.05 -0.08
H -0.9633 2.7420 2.2287 0.00 0.05 0.10
H -1.2051 3.2306 0.5616 -0.01 0.07 0.00
H 0.2546 2.3546 1.0052 0.11 0.04 0.05
H -1.7317 -0.8494 1.7405 -0.11 -0.07 -0.01
H -1.9038 0.4237 2.9306 -0.10 -0.05 0.01
H 1.3053 0.3051 0.9236 0.04 0.11 -0.13
H 2.1016 -0.7712 2.0569 0.14 -0.05 0.06
H 0.8598 -1.4013 0.9909 0.00 -0.10 -0.11
H 0.8667 -1.7840 3.9775 0.12 -0.04 0.08
H -0.4229 -2.3357 2.9153 -0.06 -0.11 -0.07
H -0.8027 -1.3260 4.3117 -0.10 -0.01 0.13
H 1.4722 0.4906 4.1618 0.11 -0.03 0.07
H -0.1362 1.1951 4.2804 -0.09 0.08 0.12
H 0.9838 1.7300 3.0237 0.03 0.15 -0.03
H 3.3953 -0.0191 -1.7134 0.08 0.11 0.00
H 4.4220 -2.2560 -1.3348 0.15 -0.02 0.02
H 2.4190 -5.1431 -1.0676 0.02 0.03 0.00